62
Properties=species:S:1:pos:R:3:nbo_charge:R:1 method="wB97M-V/def2-TZVPD" fmax_ev_per_a=18.2 total_charge=0 lumo_ev=0.3009 relative_energy_kj_mol=3031.7
S 1.213 -1.351 1.710 2.300
O 0.854 -1.891 3.036 -0.944
O -0.878 3.001 -1.812 -0.488
O 0.771 -2.117 -3.703 -0.579
O 2.434 -1.544 1.284 -0.924
O -0.459 2.145 1.961 -0.266
N 2.433 -0.932 -3.006 -0.550
N -0.162 -1.898 0.523 -0.605
N 0.583 2.690 1.509 -0.108
N -3.628 0.419 4.084 -0.380
C 0.378 2.884 -2.416 0.336
C 0.556 -4.054 0.129 -0.369
C -1.708 0.411 2.915 -0.403
C 1.302 -1.601 -2.833 0.654
C 0.407 0.191 1.557 -0.524
C 1.516 1.517 1.175 0.205
C -4.910 1.147 4.464 -0.338
C -1.661 2.065 -1.700 -0.202
C 0.804 1.608 -3.052 -0.377
C -0.338 -3.319 0.765 -0.246
C 2.648 -0.066 -3.990 -0.196
C 2.048 1.447 -3.558 0.067
C 1.162 -2.340 -1.483 -0.321
C 1.148 4.088 -2.528 -0.304
C -3.807 -0.929 4.381 -0.470
C 2.643 3.890 -3.003 -0.156
C -0.660 0.872 2.292 0.348
C 0.143 -1.375 -0.638 -0.257
C 0.940 -3.730 -1.373 -0.388
C -2.758 0.720 3.382 0.168
C 3.159 2.724 -3.461 -0.247
C 2.609 1.617 0.402 -0.748
H -1.464 -0.860 3.019 0.196
H -0.411 -3.543 1.711 0.228
H 2.961 -0.554 -1.849 0.369
H 1.522 -4.481 -1.855 0.244
H 0.425 -0.304 -0.546 0.259
H 3.295 4.531 -2.971 0.172
H -1.402 1.257 -1.007 0.156
H 2.069 -0.311 -4.592 0.194
H -0.824 -1.648 -1.362 0.194
H 2.411 1.878 -0.621 0.259
H -4.215 -1.696 3.467 0.201
H 0.133 -5.377 0.156 0.199
H -4.430 -1.425 5.258 0.243
H 2.941 0.642 0.745 0.256
H -1.485 -3.490 0.253 0.166
H 4.089 2.455 -3.919 0.213
H 1.581 -4.072 0.636 0.211
H -2.606 1.976 3.340 0.161
H -2.778 -1.302 4.713 0.225
H 3.529 0.188 -4.364 0.195
H 1.148 4.924 -1.785 0.239
H -0.279 -3.996 -1.874 0.160
H -5.825 0.595 3.821 0.182
H 2.209 -2.152 -0.707 0.198
H -2.713 2.539 -1.330 0.173
H 0.147 0.824 -2.934 0.221
H -1.919 1.638 -2.666 0.151
H -4.794 2.108 4.162 0.206
H -5.250 1.051 5.368 0.197
H 3.157 2.317 0.721 0.242